Below is a 3-piece molecular cluster, C3H11O3 overall in a non-equilibrium geometry, with properties calculated with ωB97M-V/def2-TZVPD.

The geometry in XYZ format:
```
17
Properties=species:S:1:pos:R:3
C 0.34588 0.19117 0.55915
O 0.15916 -1.11941 0.86249
C 0.79608 0.72659 -0.89434
C 0.01768 2.10972 -1.13236
H 1.07965 0.61170 1.19398
H -0.63699 0.84586 0.70768
H 0.45282 0.04054 -1.75832
H 1.84300 0.95779 -0.73759
H -1.01116 1.96336 -1.11129
H 0.32326 2.77626 -2.03360
H 0.39139 2.71591 -0.18746
H 0.08748 -2.93414 -1.35894
H 0.57457 -1.87152 -0.46353
O 0.79193 -2.31209 -1.30321
H -1.45966 -1.71906 3.27101
H -1.59608 -1.39444 1.81919
O -2.15902 -1.58824 2.56715
```

Values from the calculation:
- Lowest unoccupied orbital energy: 4.186 eV
- Kohn-Sham gap: 7.735 eV
- Electronic energy: -9431.593 eV
- Relative energy (zero: lowest compared OMol25 entry of this formula, charge and spin): 125.4 kJ/mol
- Total charge: -1

Löwdin atomic charge list, values in e, 6 entries: number 1, C, carries -0.4541; number 2, O, carries -0.3318; number 3, C, carries -0.2364; number 4, C, carries -0.1689; number 5, H, carries 0.0580; number 6, H, carries 0.0994

Below is a 3-piece molecular cluster, C3H11O4 overall in a non-equilibrium geometry, with properties calculated with ωB97M-V/def2-TZVPD.

The geometry in XYZ format:
```
18
Properties=species:S:1:pos:R:3
C -0.97738 -0.88451 1.10780
O -0.60304 0.39134 1.64060
C -2.09735 -0.72150 0.10107
C -1.55178 -0.11624 -1.19897
O -0.22351 -0.53212 -1.45107
H -1.27147 -1.48554 1.96857
H -0.12826 -1.29871 0.55959
H -2.82243 -1.52534 -0.00022
H -2.78438 0.04189 0.48334
H -1.57028 0.97318 -1.11302
H -2.16047 -0.32724 -2.09131
H 0.32865 0.31371 -1.27091
H -0.00079 0.81527 1.00220
H 1.42983 1.99596 -1.18266
O 1.18308 1.35054 -0.51474
H 2.50221 0.54576 -0.02069
H 3.55408 0.67610 1.10104
O 3.38818 0.16212 0.30621
```

Values from the calculation:
- Lowest unoccupied orbital energy: 4.040 eV
- Kohn-Sham gap: 8.949 eV
- Electronic energy: -11480.183 eV
- Relative energy (zero: lowest compared OMol25 entry of this formula, charge and spin): 57.7 kJ/mol
- Total charge: -1

Löwdin atomic charge list, values in e, 6 entries: number 1, C, carries -0.2710; number 2, O, carries -0.0977; number 3, C, carries -0.1854; number 4, C, carries -0.3018; number 5, O, carries -0.1637; number 6, H, carries 0.1027

Below is C3H11O4 as an isolated structure in a non-equilibrium geometry, with properties calculated with ωB97M-V/def2-TZVPD.

The geometry in XYZ format:
```
18
Properties=species:S:1:pos:R:3
C 0.19106 -0.69287 -0.96465
C 1.44921 -0.00808 -1.31719
O 2.33663 0.12522 -0.23708
C -0.04403 -1.57674 0.12171
O -2.49635 -0.53931 -0.81389
H -0.27322 -0.35212 0.22537
H -0.67313 -0.56825 -1.61535
H 1.13515 0.97152 -1.68492
H 2.07602 -0.63650 -1.96718
H 1.70491 0.26845 0.57880
H 0.75592 -1.77297 0.81896
H -0.95578 -2.13771 0.26959
H -3.37680 -0.16165 -0.68217
H -1.91427 0.89654 0.10265
O -1.66700 1.37766 0.94455
H 1.31647 0.92323 2.41139
H -0.69592 1.12858 1.11136
O 0.77192 0.68013 1.65799
```

Values from the calculation:
- Lowest unoccupied orbital energy: 3.239 eV
- Kohn-Sham gap: 7.158 eV
- Electronic energy: -11476.019 eV
- Relative energy (zero: lowest compared OMol25 entry of this formula, charge and spin): 459.5 kJ/mol
- Total charge: -1

Löwdin atomic charge list, values in e, 6 entries: number 1, C, carries -0.0850; number 2, C, carries -0.2661; number 3, O, carries -0.1442; number 4, C, carries 0.0896; number 5, O, carries -0.5037; number 6, H, carries 0.1417

Below is a 4-piece molecular cluster, C3H11O4S overall in a non-equilibrium geometry, with properties calculated with ωB97M-V/def2-TZVPD.

The geometry in XYZ format:
```
19
Properties=species:S:1:pos:R:3
O 1.80592 -1.36625 0.36476
C 0.93355 -0.57163 0.64958
C 0.73294 0.73999 -0.02650
C -0.25735 0.60681 -1.18649
S -0.65397 -1.12145 -1.68123
H 0.39917 -0.74333 1.59904
H 0.39409 1.55608 0.63543
H 1.76020 1.07917 -0.46019
H -1.23021 1.05217 -0.91200
H 0.07221 1.19332 -2.03827
H 2.24162 -2.67978 -2.11819
H 2.69563 -1.69245 -1.17622
O 3.08456 -2.40282 -1.72969
H -2.41203 -0.60688 0.32840
H -2.96787 -1.12167 1.62118
O -2.37504 -0.44483 1.27970
H -0.78073 2.34880 1.23554
H -1.90806 1.63369 1.77587
O -1.53465 2.54105 1.83929
```

Values from the calculation:
- Lowest unoccupied orbital energy: 3.278 eV
- Kohn-Sham gap: 6.620 eV
- Electronic energy: -22315.417 eV
- Relative energy (zero: lowest compared OMol25 entry of this formula, charge and spin): 107.0 kJ/mol
- Total charge: -1

Löwdin atomic charge list, values in e, 6 entries: number 1, O, carries -0.0253; number 2, C, carries -0.3388; number 3, C, carries -0.2416; number 4, C, carries -0.7129; number 5, S, carries 0.2382; number 6, H, carries 0.1139

Below is C3H11O5 as an isolated structure, with properties calculated with ωB97M-V/def2-TZVPD.

The geometry in XYZ format:
```
19
Properties=species:S:1:pos:R:3
O 1.54999 0.25811 -3.20507
C 1.05417 0.32787 -2.08528
O 0.96787 1.39660 -1.37016
C 0.41509 -0.93850 -1.48854
C -1.10397 -0.75231 -1.41316
H 0.70840 -1.75989 -2.14591
H 0.84065 -1.16272 -0.50743
H -1.24814 0.19266 -0.88098
H -1.47630 -0.63642 -2.43429
H -1.74027 -1.47771 -0.90602
H 0.99690 1.20431 -0.09728
H 1.45968 1.53801 1.47955
O 0.93067 0.90035 0.99082
H 0.54262 -0.38515 1.96047
H -0.32688 -1.58110 2.36603
O 0.43437 -1.08077 2.67479
H -0.95327 1.18232 1.70753
H -1.31546 1.36956 3.11197
O -1.73611 1.40479 2.24297
```

Values from the calculation:
- Lowest unoccupied orbital energy: 3.639 eV
- Kohn-Sham gap: 8.896 eV
- Electronic energy: -13529.583 eV
- Relative energy (zero: lowest compared OMol25 entry of this formula, charge and spin): 7.5 kJ/mol
- Total charge: -1

Löwdin atomic charge list, values in e, 6 entries: number 1, O, carries -0.0112; number 2, C, carries -0.6620; number 3, O, carries -0.0494; number 4, C, carries -0.1779; number 5, C, carries -0.1026; number 6, H, carries 0.0951

Below is a 4-piece molecular cluster, C3H11O5 overall in a non-equilibrium geometry, with properties calculated with ωB97M-V/def2-TZVPD.

The geometry in XYZ format:
```
19
Properties=species:S:1:pos:R:3
O -3.12941 0.56274 1.39891
C -2.16856 0.22242 0.79539
O -2.20800 -0.25291 -0.41929
C -0.82696 0.48640 1.54585
C -0.06573 1.38518 0.66854
H -1.06103 1.04590 2.44421
H -0.27529 -0.43486 1.75917
H -0.09934 1.25956 -0.54636
H -0.52793 2.49910 0.63956
H 1.01284 1.15271 0.69691
H -1.04995 -0.74538 -1.09330
H -0.11512 -1.89915 -1.84189
O -0.06525 -1.04816 -1.39949
H 1.15528 -1.07465 -0.40849
H 1.86859 -1.45888 0.99929
O 2.04139 -1.23981 0.11471
H 1.10318 0.02605 -1.99079
H 2.38385 -0.50602 -1.34129
O 2.02744 0.01975 -2.02164
```

Values from the calculation:
- Lowest unoccupied orbital energy: 3.582 eV
- Kohn-Sham gap: 8.442 eV
- Electronic energy: -13527.779 eV
- Relative energy (zero: lowest compared OMol25 entry of this formula, charge and spin): 181.5 kJ/mol
- Total charge: -1

Löwdin atomic charge list, values in e, 6 entries: number 1, O, carries 0.0147; number 2, C, carries -0.7026; number 3, O, carries -0.0983; number 4, C, carries -0.2022; number 5, C, carries -0.1673; number 6, H, carries 0.0948

Below is C3H12AgBrN6O3 as an isolated structure in a non-equilibrium geometry, with properties calculated with ωB97M-V/def2-TZVPD.

The geometry in XYZ format:
```
26
Properties=species:S:1:pos:R:3
Ag -0.78856 -4.18570 1.42352
Br 0.68327 -2.46664 -0.37351
C 3.20603 0.82015 0.24699
O 3.98792 1.70463 0.46674
N 2.58541 0.76494 -0.89994
N 2.90780 -0.18709 0.96891
H 2.61438 1.51005 -1.58116
H 2.19221 -0.10961 -1.21720
H 2.35704 -0.87150 0.47058
H 3.55765 -0.30288 1.73337
C -1.40821 1.15834 -2.45049
O -1.85670 2.27782 -2.54707
N -1.65658 0.20810 -3.22758
N -0.66735 0.82597 -1.45489
H -2.13079 0.53863 -4.05581
H -1.32843 -0.74129 -3.12225
H -0.49294 -0.13821 -1.20987
H -0.35621 1.62376 -0.91932
C -1.61925 -0.78374 2.34315
O -1.63021 -1.99335 2.43223
N -2.67982 -0.14214 2.65997
N -0.67876 -0.07278 1.78634
H -2.57971 0.84707 2.48236
H -3.49594 -0.59690 3.04369
H 0.13898 -0.57470 1.47092
H -0.86115 0.88707 1.53037
```

Values from the calculation:
- Lowest unoccupied orbital energy: -1.906 eV
- Kohn-Sham gap: 7.261 eV
- Electronic energy: -92432.022 eV
- Relative energy (zero: lowest compared OMol25 entry of this formula, charge and spin): 136.8 kJ/mol
- Total charge: 0

Löwdin atomic charge list, values in e, 6 entries: number 1, Ag, carries 0.6264; number 2, Br, carries -0.1510; number 3, C, carries -0.8407; number 4, O, carries 0.0437; number 5, N, carries 0.1521; number 6, N, carries 0.1605

Below is C3H12Ba2FO3 as an isolated structure in a non-equilibrium geometry, with properties calculated with ωB97M-V/def2-TZVPD.

The geometry in XYZ format:
```
21
Properties=species:S:1:pos:R:3
Ba 16.63960 19.88670 -2.38075
Ba 20.02080 18.20846 -0.11210
F 17.18482 18.02041 -0.41243
C 17.17464 14.11354 -0.66892
O 16.33448 15.10371 -1.28113
H 17.40049 13.34640 -1.40959
H 18.06150 14.52127 -0.18381
H 16.49825 13.69198 0.07464
H 16.13318 15.79598 -0.64721
C 15.72529 17.85320 2.64416
O 15.73010 16.92064 1.56736
H 15.28343 17.47675 3.56673
H 16.77492 18.07140 2.84102
H 15.15991 18.71848 2.29811
H 16.30081 17.28950 0.88924
C 13.32246 18.29829 -0.17853
O 14.46071 18.68012 -0.88836
H 12.96492 17.27313 -0.27498
H 13.32868 18.46826 0.89812
H 12.52461 18.86522 -0.65824
H 15.13482 18.06842 -0.58339
```

Values from the calculation:
- Lowest unoccupied orbital energy (alpha / beta): -7.240 / -7.830 eV
- Spin multiplicity: 2
- Kohn-Sham gap (alpha / beta): 5.082 / 7.214 eV
- Electronic energy: -13537.003 eV
- Total charge: +2

Löwdin atomic charge list, values in e, 6 entries: number 1, Ba, carries 1.6218; number 2, Ba, carries 1.4124; number 3, F, carries -0.8265; number 4, C, carries -0.1241; number 5, O, carries -0.1462; number 6, H, carries 0.0902

Below is an isolated ion of composition C3H12Cl2NSi2 and charge +1 in a non-equilibrium geometry, with properties calculated with ωB97M-V/def2-TZVPD.

The geometry in XYZ format:
```
20
Properties=species:S:1:pos:R:3
C 1.85612 1.04379 -0.06698
C -1.19935 0.40525 -3.83310
C 0.37370 -1.08509 0.82702
N -0.62869 -1.90374 1.60964
Si 0.76880 0.55416 1.55491
Si -0.49335 -0.31941 -2.14322
Cl 0.69235 1.47483 -1.31108
Cl -3.00147 0.87449 -3.74004
H 2.45958 2.07816 0.05434
H 2.67790 0.36546 -0.48353
H -0.62125 1.30793 -4.06001
H -1.16210 -0.32953 -4.62442
H 1.29074 -1.68851 0.73279
H -1.42923 -1.25022 1.79829
H -1.10071 -2.69605 1.12886
H -0.34700 -2.18712 2.56236
H -0.66384 0.94679 1.12487
H 1.53679 1.31339 2.71354
H -1.61276 -0.65805 -1.20494
H 0.74832 -1.12077 -2.16088
```

Values from the calculation:
- Lowest unoccupied orbital energy: -3.413 eV
- Kohn-Sham gap: 8.094 eV
- Electronic energy: -45584.803 eV
- Relative energy (zero: lowest compared OMol25 entry of this formula, charge and spin): 235.2 kJ/mol
- Total charge: +1

Löwdin atomic charge list, values in e, 6 entries: number 1, C, carries -0.6597; number 2, C, carries -0.6786; number 3, C, carries -0.4772; number 4, N, carries 0.0144; number 5, Si, carries 0.5557; number 6, Si, carries 0.6042

Below is C3H12F2NiO3 as an isolated structure in a non-equilibrium geometry, with properties calculated with ωB97M-V/def2-TZVPD.

The geometry in XYZ format:
```
21
Properties=species:S:1:pos:R:3
Ni -2.83367 -0.40932 0.77061
F -2.15833 -1.85142 2.14015
F -0.83993 0.06927 0.43260
C -0.72732 1.68105 -2.88627
O 0.12522 1.06203 -2.01702
H -1.36243 2.41712 -2.39338
H -0.15761 2.09476 -3.71836
H -1.43922 0.96421 -3.29545
H -0.31899 0.90739 -1.18015
C 1.39189 -2.07093 -2.45951
O 1.14525 -1.33543 -1.31238
H 2.18374 -2.81301 -2.35752
H 0.50777 -2.62708 -2.77114
H 1.57800 -1.38689 -3.28749
H 0.84773 -0.47159 -1.60709
C 0.59360 0.62675 4.57923
O -0.01558 0.14255 3.39432
H 0.81408 1.69249 4.51848
H -0.11179 0.47709 5.39662
H 1.48859 0.03760 4.77923
H -0.71103 0.79341 3.27461
```

Values from the calculation:
- Lowest unoccupied orbital energy (alpha / beta): -2.841 / -4.182 eV
- Spin multiplicity: 3
- Kohn-Sham gap (alpha / beta): 6.202 / 4.859 eV
- Electronic energy: -55920.270 eV
- Total charge: 0

Löwdin atomic charge list, values in e, 6 entries: number 1, Ni, carries 0.9488; number 2, F, carries -0.4049; number 3, F, carries -0.4055; number 4, C, carries -0.1769; number 5, O, carries -0.1239; number 6, H, carries 0.0796

Below is C3H12InN6O3 as an isolated structure in a non-equilibrium geometry, with properties calculated with ωB97M-V/def2-TZVPD.

The geometry in XYZ format:
```
25
Properties=species:S:1:pos:R:3
In -31.90781 -12.78558 1.57887
C -28.56055 -13.58912 3.71159
O -29.29501 -13.27137 2.80078
N -28.40154 -12.95788 4.85712
N -27.77702 -14.58902 3.58937
H -27.71496 -13.12215 5.57943
H -28.96340 -12.16316 5.12698
H -27.58645 -14.99570 2.68472
H -27.53692 -15.02432 4.46855
C -33.66988 -11.87602 5.20815
O -33.26363 -11.80754 4.05521
N -33.34704 -12.68400 6.08278
N -34.47402 -11.05325 5.79097
H -32.91350 -13.56063 5.83044
H -33.77972 -12.67673 6.99538
H -34.45477 -11.06233 6.80075
H -34.66474 -10.11718 5.46312
C -28.94329 -13.49710 -1.00111
O -29.54963 -12.87489 -0.05561
N -29.17506 -14.72523 -1.32137
N -28.32591 -12.87261 -1.96087
H -28.74879 -15.19616 -2.10662
H -29.93541 -15.22130 -0.87878
H -28.35332 -11.86715 -1.86930
H -27.90444 -13.41720 -2.69971
```

Values from the calculation:
- Lowest unoccupied orbital energy (alpha / beta): -6.743 / -11.936 eV
- Spin multiplicity: 2
- Kohn-Sham gap (alpha / beta): 8.719 / 3.504 eV
- Electronic energy: -23545.910 eV
- Total charge: +2

Löwdin atomic charge list, values in e, 6 entries: number 1, In, carries 1.2113; number 2, C, carries -0.7034; number 3, O, carries 0.0193; number 4, N, carries 0.2186; number 5, N, carries 0.2231; number 6, H, carries 0.1438

Below is a 2-piece molecular cluster, C3H12N2 overall in a non-equilibrium geometry, with properties calculated with ωB97M-V/def2-TZVPD.

The geometry in XYZ format:
```
17
Properties=species:S:1:pos:R:3
C 3.52936 1.17176 -0.07626
C 4.43742 2.10747 0.71842
H 3.78540 0.16952 0.27428
H 2.47636 1.30382 0.16589
H 3.71238 1.20342 -1.14362
H 4.28360 1.96778 1.78774
H 4.22776 3.15684 0.48584
H 5.48322 1.92933 0.48356
N -2.84098 -1.55277 0.92274
C -2.66734 -1.58239 -0.55385
N -2.86078 -0.25466 -1.12186
H -2.82206 -2.48969 1.31296
H -2.03487 -1.09441 1.35614
H -3.46556 -2.22497 -0.91542
H -1.68007 -1.94535 -0.82300
H -2.02201 0.30624 -0.95746
H -3.53647 0.20220 -0.50680
```

Values from the calculation:
- Structure (SMILES): NCN.CC
- Lowest unoccupied orbital energy: 0.778 eV
- Kohn-Sham gap: 10.293 eV
- Electronic energy: -6285.486 eV
- Relative energy (zero: lowest compared OMol25 entry of this formula, charge and spin): 10.5 kJ/mol
- Total charge: 0

Löwdin atomic charge list, values in e, 6 entries: number 1, C, carries -0.1754; number 2, C, carries -0.1781; number 3, H, carries 0.0585; number 4, H, carries 0.0579; number 5, H, carries 0.0582; number 6, H, carries 0.0602